1.
{"formula": "C6H24KO6", "method": "wB97M-V/def2-TZVPD", "symbols": ["K", "O", "O", "O", "O", "O", "O", "C", "C", "C", "C", "C", "C", "H", "H", "H", "H", "H", "H", "H", "H", "H", "H", "H", "H", "H", "H", "H", "H", "H", "H", "H", "H", "H", "H", "H", "H"], "coordinates": [[-0.1647, 0.0178, -0.0484], [1.6948, 0.8222, 1.9270], [-2.7714, -0.9087, -0.6522], [-0.6574, 1.4716, -2.3460], [2.4043, -0.4101, -0.9936], [-1.7927, 1.6110, 1.3587], [0.1555, -2.6565, 0.8077], [-3.0588, -2.0125, -1.5011], [-0.8431, 0.7963, -3.5436], [1.0053, 0.5518, 3.1658], [-1.7424, 2.9994, 1.2067], [3.3909, 0.5515, -0.7059], [1.4937, -2.8687, 1.2883], [-2.6988, 3.4866, 1.0166], [-2.2207, -2.7073, -1.5541], [2.6294, 0.8999, 2.1319], [2.8454, -1.2621, -1.0278], [4.0255, 0.2426, 0.1248], [-1.2564, 3.5787, 1.9918], [-0.0253, 1.0592, -4.2146], [2.0655, -1.9524, 1.1418], [-0.2387, -3.5065, 1.0170], [1.3312, 1.2316, 3.9530], [-1.8205, 1.0577, -3.9491], [-2.2986, 1.4360, 2.1556], [-1.1156, 3.1880, 0.3351], [-0.8645, -0.2927, -3.5838], [-0.0686, 0.6567, 3.0116], [4.0207, 0.7531, -1.5723], [-3.0953, -1.6619, -2.5325], [-0.5893, 2.4011, -2.5763], [1.1734, -0.4827, 3.4652], [1.6151, -2.9831, 2.3654], [-3.5483, -0.3448, -0.6614], [2.0165, -3.6753, 0.7742], [-3.9349, -2.6128, -1.2558], [2.9386, 1.5256, -0.5197]], "atomic_forces_ev_per_a": [[0.19, -0.18, 0.41], [-0.56, -0.09, 0.10], [0.14, -0.82, -0.54], [0.08, -0.95, 0.89], [-0.29, 0.20, 0.01], [-0.27, -0.61, 0.49], [0.76, -0.43, 0.52], [1.11, -0.58, -0.27], [-0.10, -0.62, -1.40], [0.11, -0.21, -0.08], [0.58, 1.74, -0.96], [0.27, 0.87, -0.09], [1.02, 0.97, 0.04], [-0.25, -0.34, 0.02], [0.26, 0.22, 0.65], [0.11, 0.05, 0.01], [0.01, -0.41, -0.13], [0.06, -0.01, 0.01], [0.01, -0.50, 0.50], [-0.17, 0.42, -0.55], [-0.10, 0.16, -0.48], [-0.76, 0.02, -0.18], [-0.06, -0.04, -0.02], [-0.12, 0.58, -0.55], [-0.13, -0.26, 0.14], [-0.05, 0.02, -0.19], [0.28, -0.09, 1.35], [0.16, 0.25, -0.17], [0.31, -0.36, -0.27], [-0.66, 0.33, -0.42], [-0.02, 0.61, 0.11], [0.16, -0.01, 0.17], [-0.71, -0.50, 0.13], [-0.42, 0.41, 0.30], [-0.22, -0.11, -0.04], [-0.42, 0.52, 0.15], [-0.33, -0.24, 0.32]], "mulliken_charge": [0.70, -0.37, -0.19, -0.20, -0.29, -0.37, -0.41, -0.66, -0.66, -0.50, -0.67, -0.61, -0.54, 0.33, 0.29, 0.25, 0.28, 0.31, 0.32, 0.36, 0.03, 0.26, 0.35, 0.37, 0.23, 0.18, 0.27, 0.09, 0.32, 0.32, 0.31, 0.26, 0.35, 0.31, 0.38, 0.35, 0.25], "charge": 2, "multiplicity": 2, "lumo_energy_ev": [-5.608, -13.541], "homo_lumo_gap_ev": [11.0889, 2.7887]}

2.
{"formula": "C6H24N12O6", "method": "wB97M-V/def2-TZVPD", "symbols": ["O", "O", "O", "O", "O", "O", "N", "N", "N", "N", "N", "N", "N", "N", "N", "N", "N", "N", "C", "C", "C", "C", "C", "C", "H", "H", "H", "H", "H", "H", "H", "H", "H", "H", "H", "H", "H", "H", "H", "H", "H", "H", "H", "H", "H", "H", "H", "H"], "coordinates": [[5.9669, -13.7709, -12.5103], [1.7407, -14.6212, -10.6496], [-3.4591, -12.1428, -7.9295], [4.2813, -10.5379, -8.9614], [0.5627, -10.2545, -9.6688], [0.9324, -13.2173, -13.2695], [5.2598, -12.4079, -9.7741], [2.2202, -13.3948, -8.7673], [5.7319, -10.3280, -10.7289], [-2.3318, -10.7444, -9.2921], [4.6798, -15.2957, -11.4589], [0.1182, -14.2373, -15.1392], [1.9560, -9.5802, -8.0560], [-1.1182, -14.1823, -13.2840], [-1.1833, -12.4189, -8.0344], [-0.3465, -9.0169, -8.0248], [3.7644, -13.7333, -12.9956], [2.0293, -12.2378, -10.8655], [0.0696, -13.8666, -13.8117], [1.9098, -13.4811, -10.1713], [4.8529, -14.1727, -12.3381], [5.0917, -11.0300, -9.7921], [0.6856, -9.6578, -8.5868], [-2.3618, -11.8041, -8.4164], [2.8543, -14.1306, -12.8047], [1.9458, -9.0212, -7.2024], [-1.4084, -13.2225, -7.4515], [1.7056, -11.4379, -10.2462], [-1.2827, -9.2708, -8.2466], [-0.7234, -14.2978, -15.6356], [0.7370, -13.6110, -15.6324], [5.4941, -9.3784, -10.8560], [-1.7351, -14.8391, -13.7502], [5.5008, -15.7240, -11.0792], [5.8338, -12.9581, -10.3680], [-0.3189, -12.2532, -8.4482], [2.3721, -14.3186, -8.3005], [3.5390, -12.7841, -13.1323], [-1.5760, -10.8642, -10.0172], [-0.2533, -8.3555, -7.3090], [6.0948, -10.9511, -11.4560], [-1.1671, -14.3164, -12.2811], [-3.2541, -10.4159, -9.4429], [4.8549, -12.8687, -8.9816], [3.7558, -15.4918, -11.1943], [1.4469, -12.3384, -11.6748], [2.7790, -9.8516, -8.5869], [2.6727, -12.5600, -8.4086]], "atomic_forces_ev_per_a": [[2.10, 1.61, -0.17], [-0.20, 2.04, 0.19], [1.64, 0.21, -0.33], [1.54, -0.32, -0.97], [-0.80, -0.53, 0.08], [0.59, 0.02, 0.24], [-0.16, 1.61, 0.59], [-0.62, -0.94, -1.21], [0.85, -1.93, -0.50], [2.66, -1.09, -0.41], [0.24, 2.31, -2.10], [2.19, 0.68, -0.18], [-2.94, 1.12, 1.43], [-1.68, -1.04, 1.91], [-3.17, -0.09, 0.61], [0.03, 0.05, 0.34], [-1.72, -1.07, -0.12], [-0.93, -1.65, 2.51], [-0.84, 0.30, -1.51], [1.94, -0.22, 1.14], [-0.57, -2.87, 1.64], [-2.19, -1.47, 1.79], [2.33, -0.12, -1.52], [-1.62, -0.70, 1.22], [0.22, -0.64, 0.36], [1.02, -0.47, -0.46], [0.73, 0.31, -0.37], [0.37, -0.88, -1.02], [-0.42, -0.44, -0.61], [-1.43, -0.32, -0.42], [0.37, -0.24, -0.12], [-0.20, 0.67, -0.36], [0.45, 0.23, -0.12], [-0.07, -0.02, 0.01], [0.55, -0.07, -0.70], [1.59, 0.14, -0.70], [-0.16, 1.55, -0.75], [0.91, 1.37, -0.25], [-1.40, 0.99, 0.78], [0.47, 0.67, 1.05], [0.05, 1.13, -0.03], [0.21, 0.39, -0.07], [-0.59, 0.17, -0.89], [-0.13, 0.01, -0.06], [-1.08, -0.64, 0.74], [-0.18, 0.27, -0.74], [0.15, 0.11, 0.14], [-0.11, -0.23, -0.08]], "mulliken_charge": [-0.64, -0.72, -0.69, -0.83, -0.79, -0.69, -0.29, -0.41, -0.41, -0.48, -0.30, -0.54, -0.31, -0.45, -0.30, -0.30, -0.30, 0.19, 0.50, 0.19, 0.41, 0.60, 0.54, 0.49, 0.19, 0.14, 0.21, 0.15, 0.29, 0.20, 0.28, 0.22, 0.23, 0.23, 0.23, 0.31, 0.24, 0.26, 0.25, 0.15, 0.24, 0.26, 0.19, 0.18, 0.21, 0.32, 0.37, 0.15], "charge": 0, "lumo_energy_ev": 0.499, "homo_lumo_gap_ev": 10.0061}

3.
{"formula": "C6H24N12O6", "method": "wB97M-V/def2-TZVPD", "symbols": ["O", "O", "O", "O", "O", "O", "N", "N", "N", "N", "N", "N", "N", "N", "N", "N", "N", "N", "C", "C", "C", "C", "C", "C", "H", "H", "H", "H", "H", "H", "H", "H", "H", "H", "H", "H", "H", "H", "H", "H", "H", "H", "H", "H", "H", "H", "H", "H"], "coordinates": [[-0.2201, 0.1352, 2.1775], [1.7513, -2.6446, -2.9901], [-5.1204, -2.7951, 1.5322], [-2.1327, 3.8913, 7.1800], [3.2080, 4.9274, -3.6718], [-4.3537, -1.5083, -3.8673], [-2.2839, -1.2104, -3.1573], [-0.3296, 3.6356, 5.7893], [-3.9057, -3.2997, 3.2440], [4.9559, 3.7107, -3.6016], [3.7856, -2.3217, -3.7933], [-0.5739, 5.4027, 6.8203], [-3.0184, -3.1720, -3.3507], [-4.8823, -4.8927, 2.2098], [4.1801, 4.4700, -1.7022], [-0.0373, -1.7084, 0.8822], [1.4811, -0.2470, 0.6935], [2.3426, -0.7620, -4.0321], [2.5749, -1.9452, -3.5498], [-3.2876, -1.8493, -3.4539], [-1.0778, 4.2873, 6.6640], [4.0543, 4.3916, -3.0287], [-4.6559, -3.5892, 2.2738], [0.3835, -0.5861, 1.3898], [0.1611, 5.7315, 6.2104], [0.4709, -2.0543, 0.0808], [4.2069, -1.9717, -4.6419], [-2.1238, -3.4608, -2.9813], [0.5637, 3.9625, 5.4498], [4.9739, 4.0697, -1.2230], [-0.9253, -2.0246, 1.2450], [-0.7536, 2.7364, 5.6111], [-5.5912, -5.2156, 1.5670], [-3.7517, -3.8297, -3.5741], [-2.2616, -0.2023, -3.2159], [-1.5216, -1.7132, -2.7258], [-1.0455, 5.9460, 7.5291], [-3.6847, -2.3292, 3.4151], [1.8200, -1.0688, 0.2142], [1.4218, -0.4329, -3.7791], [3.4125, 4.9674, -1.2738], [1.9773, 0.6327, 0.6957], [5.8414, 3.3922, -3.2346], [3.9864, -3.2716, -3.5151], [-4.3447, -5.5678, 2.7346], [3.0979, -0.3323, -4.5469], [-3.7768, -4.0483, 3.9097], [5.0086, 3.7647, -4.6087]], "atomic_forces_ev_per_a": [[0.42, -0.59, 0.25], [-0.93, -0.32, 1.21], [-1.66, 2.47, -2.74], [0.88, -0.19, -0.23], [-2.82, 1.50, -1.05], [-2.33, 1.84, -0.83], [7.33, 6.17, 2.42], [-0.22, -3.67, -1.68], [4.16, 1.51, 5.13], [5.51, -4.03, -4.01], [4.53, -2.32, -0.56], [2.13, 8.43, 2.78], [0.07, -2.48, 0.28], [-1.18, -3.50, -0.87], [-0.60, 0.40, 1.76], [-1.93, -3.21, 0.07], [2.18, 0.37, -0.61], [-1.42, 2.55, -0.60], [-2.23, -1.22, 0.59], [-4.94, -5.65, -1.91], [-3.44, -4.90, -0.54], [-1.22, 1.71, 1.88], [-1.80, -1.16, -2.04], [-0.59, 3.87, 0.48], [-0.38, 0.42, 0.67], [-1.11, -0.64, 0.21], [0.32, -0.36, 0.31], [-0.52, -0.54, -0.23], [-0.44, -0.62, 0.07], [-0.57, 0.28, 0.18], [0.22, -0.51, -0.56], [0.93, -0.18, -0.73], [0.36, -0.01, 0.14], [0.37, 0.16, 0.24], [0.00, -0.27, 0.18], [0.09, 0.77, -0.16], [0.52, 0.69, -0.35], [0.02, -0.36, 0.29], [1.08, 1.09, -0.26], [0.37, 0.82, -0.74], [0.54, -0.17, 0.50], [-0.27, -0.44, 0.32], [-0.43, 0.17, 0.57], [0.19, 0.11, -0.34], [-0.32, 0.14, -0.30], [-0.94, 0.82, 0.26], [0.45, 0.94, 0.40], [-0.40, 0.11, 0.17]], "mulliken_charge": [-0.66, -0.65, -0.62, -0.68, -0.63, -0.66, -0.24, -0.42, -0.40, -0.40, -0.48, -0.35, -0.41, -0.42, -0.41, -0.35, -0.35, -0.38, 0.69, 0.66, 0.68, 0.62, 0.67, 0.69, 0.18, 0.15, 0.19, 0.12, 0.17, 0.18, 0.20, 0.20, 0.21, 0.19, 0.20, 0.12, 0.23, 0.24, 0.13, 0.22, 0.23, 0.18, 0.19, 0.25, 0.16, 0.16, 0.17, 0.24], "charge": 0, "lumo_energy_ev": -0.098, "homo_lumo_gap_ev": 9.2969}

The energy relative to the best compared isomer or geometry (same formula, charge and spin) results, record by record, are as follows: 0.0, 25.8, 135.1 kcal per mole.